Entry 1:
{
  "formula": "C42H44O5S",
  "method": "the ωB97M-V functional and the def2-TZVPD basis",
  "e_homo_ev": -9.11,
  "e_lumo_ev": 0.20,
  "fmax_ev_per_a": 1.569,
  "elements": ["C", "C", "C", "C", "O", "S", "O", "O", "O", "C", "C", "O", "C", "C", "C", "C", "C", "C", "H", "H", "H", "H", "H", "H", "H", "H", "H", "H", "H", "H", "H", "H", "C", "C", "C", "C", "C", "C", "H", "H", "H", "H", "H", "H", "C", "C", "C", "C", "C", "C", "H", "H", "H", "H", "H", "H", "C", "C", "C", "C", "C", "C", "H", "H", "H", "H", "H", "H", "C", "C", "C", "C", "C", "C", "H", "H", "H", "H", "H", "H", "C", "C", "C", "C", "C", "C", "H", "H", "H", "H", "H", "H"],
  "positions_angstrom": [[-0.343, 1.741, 2.170], [-0.904, 1.115, 3.189], [-1.188, -0.359, 3.190], [0.052, -1.177, 3.504], [0.720, -0.557, 4.699], [2.284, -0.701, 4.582], [2.881, 0.544, 4.230], [2.827, -1.436, 5.661], [2.281, -1.609, 3.245], [1.147, -1.097, 2.497], [0.988, -1.837, 1.174], [0.710, -0.915, 0.140], [1.800, -0.428, -0.552], [1.623, -0.244, -1.916], [2.654, 0.284, -2.688], [3.873, 0.622, -2.114], [4.044, 0.440, -0.745], [3.010, -0.082, 0.035], [-0.002, 2.751, 2.325], [-0.174, 1.280, 1.209], [-1.145, 1.664, 4.084], [-1.929, -0.570, 3.954], [-1.570, -0.678, 2.223], [-0.186, -2.166, 3.878], [1.333, -0.052, 2.270], [1.879, -2.426, 0.974], [0.157, -2.535, 1.239], [0.689, -0.505, -2.388], [2.527, 0.443, -3.747], [4.690, 1.013, -2.696], [4.974, 0.709, -0.274], [3.191, -0.205, 1.092], [6.613, 4.504, 2.768], [7.619, 3.984, 3.571], [7.388, 2.836, 4.317], [6.154, 2.204, 4.256], [5.148, 2.721, 3.453], [5.377, 3.873, 2.710], [6.792, 5.400, 2.188], [8.583, 4.474, 3.615], [8.172, 2.434, 4.947], [5.972, 1.308, 4.835], [4.189, 2.227, 3.407], [4.591, 4.279, 2.086], [-1.424, -2.693, -3.608], [-2.675, -3.290, -3.655], [-3.286, -3.526, -4.878], [-2.642, -3.171, -6.055], [-1.390, -2.575, -6.008], [-0.782, -2.332, -4.785], [-0.948, -2.507, -2.652], [-3.174, -3.571, -2.736], [-4.265, -3.987, -4.915], [-3.118, -3.357, -7.009], [-0.888, -2.298, -6.926], [0.193, -1.864, -4.748], [-1.822, 0.339, -1.534], [-1.658, 1.687, -1.822], [-2.754, 2.460, -2.177], [-4.017, 1.886, -2.237], [-4.182, 0.539, -1.946], [-3.084, -0.236, -1.598], [-0.965, -0.265, -1.258], [-0.674, 2.136, -1.769], [-2.624, 3.509, -2.406], [-4.873, 2.490, -2.510], [-5.167, 0.092, -1.993], [-3.212, -1.288, -1.377], [0.694, 5.140, 0.035], [-0.171, 5.285, -1.041], [-1.334, 6.031, -0.902], [-1.627, 6.637, 0.311], [-0.761, 6.495, 1.386], [0.398, 5.744, 1.249], [1.599, 4.556, -0.073], [0.061, 4.816, -1.989], [-2.012, 6.140, -1.739], [-2.532, 7.222, 0.419], [-0.990, 6.969, 2.332], [1.071, 5.628, 2.090], [-4.649, -7.458, 0.567], [-5.612, -7.680, -0.408], [-5.503, -7.063, -1.646], [-4.427, -6.227, -1.911], [-3.463, -6.006, -0.938], [-3.575, -6.620, 0.302], [-4.735, -7.939, 1.532], [-6.448, -8.336, -0.202], [-6.256, -7.233, -2.404], [-4.340, -5.748, -2.879], [-2.622, -5.357, -1.147], [-2.825, -6.446, 1.062]],
  "mulliken_charge": [-0.520, -0.138, -0.909, 0.061, -0.367, 0.996, -0.434, -0.616, -0.559, 0.965, -1.555, 0.245, 0.559, 0.058, -0.697, -0.732, -0.870, -0.599, 0.139, 0.154, 0.370, 0.477, 0.252, 0.506, 0.194, 0.516, 0.369, 0.338, 0.459, 0.427, 0.501, 0.395, -0.414, -0.395, -0.406, -0.437, -0.260, -0.524, 0.369, 0.353, 0.360, 0.409, 0.546, 0.454, 0.023, -0.340, -0.554, -0.396, -0.498, -0.445, 0.433, 0.261, 0.380, 0.372, 0.375, 0.401, 0.584, -0.259, -0.316, -0.461, -0.551, -0.782, -0.293, 0.437, 0.271, 0.377, 0.382, 0.530, -0.306, -0.378, -0.448, -0.422, -0.507, -0.392, 0.434, 0.415, 0.398, 0.378, 0.378, 0.450, -0.400, -0.325, -0.538, -0.035, -0.331, -0.482, 0.359, 0.362, 0.366, 0.228, 0.462, 0.367]
}

Entry 2:
{
  "formula": "C42H45BrCsF10N7O4",
  "method": "the ωB97M-V functional and the def2-TZVPD basis",
  "e_homo_ev": -1.45,
  "e_lumo_ev": 3.64,
  "relative_energy_kcal_mol": 33.26,
  "fmax_ev_per_a": 2.473,
  "total_charge": -2,
  "elements": ["Cs", "O", "C", "C", "C", "C", "C", "C", "C", "O", "N", "N", "C", "C", "Br", "C", "C", "C", "C", "C", "C", "C", "H", "H", "H", "H", "H", "H", "H", "H", "H", "H", "H", "H", "H", "H", "C", "N", "C", "C", "N", "C", "C", "F", "C", "F", "C", "F", "C", "F", "C", "F", "C", "C", "N", "C", "C", "F", "C", "F", "C", "F", "C", "F", "C", "F", "H", "H", "H", "H", "H", "H", "H", "H", "H", "H", "H", "C", "N", "C", "C", "O", "N", "C", "C", "H", "H", "H", "H", "H", "H", "H", "H", "H", "H", "H", "H", "C", "C", "C", "O", "C", "H", "H", "H", "H", "H", "H", "H", "H"],
  "positions_angstrom": [[0.526, 0.767, 0.017], [0.414, 0.948, -6.381], [1.548, 1.013, -5.596], [2.808, 1.019, -6.178], [3.941, 1.055, -5.379], [3.811, 1.096, -4.002], [2.545, 1.111, -3.433], [1.400, 1.062, -4.211], [0.006, 1.082, -3.538], [-0.042, 1.369, -2.276], [-0.529, -0.327, -3.877], [-1.197, -1.012, -3.034], [-1.662, -2.193, -3.303], [-2.443, -2.890, -2.328], [-2.508, -1.978, -0.658], [-3.044, -4.080, -2.554], [-3.861, -4.957, -1.733], [-4.541, -4.594, -0.560], [-5.241, -5.530, 0.184], [-5.319, -6.854, -0.223], [-4.713, -7.220, -1.417], [-4.009, -6.289, -2.158], [0.690, 0.950, -7.301], [2.901, 0.982, -7.261], [4.921, 1.053, -5.841], [4.694, 1.108, -3.375], [2.416, 1.156, -2.361], [-0.635, 1.722, -4.202], [-0.337, -0.698, -4.804], [-1.482, -2.681, -4.264], [-2.818, -4.482, -3.539], [-4.536, -3.567, -0.231], [-5.740, -5.214, 1.093], [-5.846, -7.587, 0.377], [-4.793, -8.241, -1.774], [-3.540, -6.591, -3.088], [1.374, -1.716, 3.391], [2.096, -0.525, 2.994], [1.845, 0.531, 3.965], [2.416, 1.892, 3.590], [1.672, 2.450, 2.486], [2.198, 3.347, 1.693], [3.493, 3.977, 1.720], [4.384, 3.703, 2.713], [3.908, 4.903, 0.791], [5.148, 5.418, 0.884], [3.079, 5.348, -0.225], [3.505, 6.255, -1.137], [1.798, 4.815, -0.278], [0.938, 5.278, -1.202], [1.392, 3.863, 0.619], [0.119, 3.393, 0.515], [3.513, -0.788, 2.812], [3.843, -1.947, 1.872], [3.145, -1.820, 0.621], [3.466, -2.574, -0.399], [4.444, -3.626, -0.514], [5.127, -4.053, 0.590], [4.733, -4.282, -1.690], [5.683, -5.241, -1.701], [4.068, -3.992, -2.867], [4.377, -4.626, -4.029], [3.063, -3.032, -2.811], [2.367, -2.752, -3.929], [2.770, -2.384, -1.643], [1.750, -1.503, -1.652], [1.778, -2.160, 4.323], [1.422, -2.462, 2.597], [0.328, -1.457, 3.567], [2.242, 0.245, 4.963], [0.760, 0.641, 4.050], [3.483, 1.779, 3.391], [2.329, 2.540, 4.478], [3.998, -1.006, 3.787], [3.973, 0.110, 2.399], [3.613, -2.899, 2.376], [4.936, -1.922, 1.740], [-2.526, 5.864, 0.198], [-2.636, 4.431, 0.327], [-2.828, 3.699, -0.917], [-2.484, 3.700, 1.480], [-2.915, 2.552, 1.552], [-1.868, 4.295, 2.573], [-0.825, 5.309, 2.428], [-1.595, 3.381, 3.686], [-3.159, 6.176, -0.634], [-1.507, 6.207, -0.010], [-2.899, 6.359, 1.095], [-3.632, 4.157, -1.500], [-3.095, 2.674, -0.686], [-1.910, 3.688, -1.512], [-1.233, 6.305, 2.259], [-0.119, 5.076, 1.629], [-0.264, 5.341, 3.359], [-2.370, 2.625, 3.732], [-1.582, 3.949, 4.619], [-0.632, 2.875, 3.544], [-3.810, -2.790, 2.886], [-4.370, -1.434, 2.407], [-3.209, -0.466, 2.673], [-2.511, -1.031, 3.775], [-2.441, -2.417, 3.485], [-3.688, -3.497, 2.065], [-4.454, -3.242, 3.642], [-5.250, -1.144, 2.983], [-4.635, -1.441, 1.350], [-3.514, 0.546, 2.921], [-2.547, -0.429, 1.799], [-2.208, -2.947, 4.408], [-1.648, -2.604, 2.749]],
  "mulliken_charge": [1.242, -0.566, 1.231, -0.849, -0.561, -1.060, -0.316, -0.021, -0.898, -0.278, 0.113, -0.205, -0.741, 0.581, 0.155, -0.989, 0.882, -0.454, -0.539, -0.435, -0.519, -0.487, 0.295, 0.195, 0.358, 0.427, 0.742, 0.009, 0.226, 0.239, 0.194, 0.529, 0.393, 0.360, 0.342, 0.297, -1.150, 1.059, -0.738, -1.437, 0.129, 0.203, 0.474, -0.388, 0.360, -0.358, 0.460, -0.377, 0.170, -0.379, -0.593, -0.230, -0.731, -1.300, -0.142, -0.153, 0.554, -0.383, 0.036, -0.351, 0.521, -0.375, -0.220, -0.334, 0.093, 0.267, 0.219, 0.305, 0.255, 0.319, 0.169, 0.569, 0.351, 0.214, 0.182, 0.413, 0.513, -1.063, 0.373, -1.109, 0.402, -0.599, 0.294, -1.201, -1.155, 0.360, 0.205, 0.403, 0.357, 0.280, 0.334, 0.359, 0.265, 0.397, 0.323, 0.299, 0.403, -0.156, -0.638, 0.396, -0.453, -0.564, -0.012, 0.271, 0.388, 0.300, 0.233, -0.403, 0.453, 0.169]
}